Entry 1:
{
  "formula": "C5H9N3",
  "method": "ωB97M-V with the def2-TZVPD basis set",
  "homo_ev": -8.609,
  "charge": 0,
  "e_lumo_ev": 0.887,
  "gap_ev": 9.4957,
  "max_force_ha_per_bohr": 0.092,
  "smiles": "C#CCN/N=C\\CN",
  "elements": ["N", "N", "N", "C", "C", "C", "C", "C", "H", "H", "H", "H", "H", "H", "H", "H", "H"],
  "coordinates": [[0.56818, 0.62923, -0.44392], [-0.61145, 1.36884, -0.32683], [-2.06205, -1.21925, -0.76545], [0.86749, -0.40695, 0.55182], [2.40951, -0.39766, 0.30135], [3.56463, -0.27389, -0.13083], [-1.66160, 0.93107, 0.41614], [-2.07656, -0.55122, 0.55478], [-1.00365, -1.31998, -1.18193], [0.47446, -1.48416, 0.13021], [1.28228, 1.34084, -0.68885], [-3.10608, -0.34340, 0.76049], [-1.52964, -0.89207, 1.39545], [-2.41500, 1.79699, 0.59134], [4.64344, 0.17761, -0.54073], [-2.51869, -0.28334, -1.41816], [0.28932, -0.25236, 1.54602]]
}

Entry 2:
{
  "formula": "C6H18O2",
  "method": "ωB97M-V with the def2-TZVPD basis set",
  "homo_ev": -10.634,
  "charge": 0,
  "e_lumo_ev": 0.730,
  "gap_ev": 11.3646,
  "max_force_ha_per_bohr": 0.038,
  "smiles": "CCCCCC.O.O",
  "elements": ["O", "O", "C", "C", "C", "C", "C", "C", "H", "H", "H", "H", "H", "H", "H", "H", "H", "H", "H", "H", "H", "H", "H", "H", "H", "H"],
  "coordinates": [[0.51376, -0.03112, 2.98077], [2.65054, -0.08044, 1.16224], [-0.88104, 1.40943, -0.29456], [-0.35762, -1.53410, -0.69358], [0.51175, 1.88259, 0.12653], [-1.84700, -1.94558, -0.52500], [-0.24686, -0.54619, -1.86226], [-0.85427, 0.86353, -1.73845], [-0.28838, 0.47896, 3.17939], [0.85459, -0.39655, -1.97152], [1.25736, 1.05328, 0.10499], [2.92328, -0.48998, 0.33585], [1.85288, -0.51951, 1.47970], [0.82580, 2.61831, -0.64345], [-1.20995, 0.60291, 0.34327], [-1.63618, 2.20454, -0.31532], [-0.27776, 1.48254, -2.42834], [-1.86541, 0.79271, -2.14212], [-2.40959, -1.05424, -0.79892], [-2.13195, -2.17511, 0.49454], [-0.05367, -1.05093, 0.23887], [-2.12945, -2.69637, -1.25436], [0.49448, 2.33360, 1.11092], [0.20708, -2.42922, -0.94393], [1.11854, 0.69824, 2.77606], [-0.60647, -1.04354, -2.77332]]
}

Entry 3:
{
  "formula": "C56H57InN4O2PTe",
  "method": "ωB97M-V with the def2-TZVPD basis set",
  "homo_ev": [-11.660, -12.925],
  "charge": 2,
  "e_lumo_ev": [-4.738, -6.031],
  "gap_ev": [6.9224, 6.8944],
  "max_force_ha_per_bohr": 0.021,
  "multiplicity": 2,
  "elements": ["Te", "In", "P", "O", "O", "N", "N", "N", "N", "C", "C", "C", "C", "C", "C", "C", "C", "C", "C", "C", "C", "C", "C", "C", "C", "C", "C", "C", "C", "C", "C", "C", "C", "C", "C", "C", "C", "C", "C", "C", "C", "C", "C", "C", "C", "C", "C", "C", "C", "C", "C", "C", "C", "C", "C", "C", "C", "C", "C", "C", "C", "C", "C", "C", "C", "H", "H", "H", "H", "H", "H", "H", "H", "H", "H", "H", "H", "H", "H", "H", "H", "H", "H", "H", "H", "H", "H", "H", "H", "H", "H", "H", "H", "H", "H", "H", "H", "H", "H", "H", "H", "H", "H", "H", "H", "H", "H", "H", "H", "H", "H", "H", "H", "H", "H", "H", "H", "H", "H", "H", "H", "H"],
  "coordinates": [[0.14911, -2.31284, 2.57996], [0.42251, 0.08487, 0.39000], [2.86792, 1.02369, -0.28724], [-0.26940, 2.41573, -3.41272], [-2.33884, -2.03130, 3.38041], [-1.19893, -1.08067, 1.71063], [-0.16330, 4.36734, 1.41498], [-0.14405, 0.87146, -1.83279], [-0.17025, 2.16023, 1.23760], [5.17535, -2.06415, 1.13168], [-1.23408, -5.11911, 2.48058], [3.84720, 2.25547, 0.60882], [-4.52833, 1.59541, 1.20228], [1.50592, -0.06367, 5.99901], [1.12418, -0.01918, 8.48213], [-0.41396, 3.89496, 2.69295], [-0.11025, -7.13930, 3.23626], [-0.08789, -4.40165, 2.82304], [-0.41378, 2.50444, 2.57763], [-2.32455, -1.19143, 2.47146], [3.73617, -0.56855, -0.08975], [-1.65730, 2.15147, -3.08503], [-2.31392, -1.40548, -1.61949], [-0.63717, 1.70829, 3.70196], [4.62593, -0.80059, 0.95387], [-0.84935, 2.34858, 4.90184], [-1.21895, -6.48903, 2.70669], [2.21244, 2.08393, -4.25671], [0.87669, -0.59503, 7.11820], [1.02712, -6.38945, 3.50289], [0.48635, 1.63798, -2.64178], [-2.45708, -4.50061, 1.86320], [-5.87864, -0.00521, 2.38978], [-0.99950, -3.53532, 5.67410], [-3.40324, 0.82778, 1.44823], [1.29811, -0.58133, 4.72979], [5.92046, 3.37229, 1.11389], [5.27223, 4.14859, 2.06732], [-0.18929, -2.26777, 5.69259], [3.93953, -2.87620, -0.76324], [3.00527, 1.35289, -2.08520], [2.36676, -4.28820, 3.57901], [-0.02341, 3.30621, 0.60756], [1.93811, 1.73072, -2.93207], [-0.14137, -8.61980, 3.48268], [0.41475, -1.66301, 4.57855], [-2.11983, -0.35734, -2.71019], [3.91658, 3.97961, 2.29754], [4.53581, 1.60627, -3.95315], [0.05300, -1.69450, 6.94012], [5.21545, 2.42792, 0.38906], [2.04192, 0.06391, 3.58943], [1.07720, -5.01563, 3.29217], [3.20525, 3.03674, 1.56874], [3.50037, 2.03513, -4.75961], [-3.51010, -0.35407, 2.17573], [3.39209, -1.61807, -0.94460], [-4.75010, -0.76674, 2.65207], [-5.76774, 1.17534, 1.66980], [-0.62886, 4.55165, 3.90119], [-0.84515, 3.75087, 5.00075], [4.83545, -3.09977, 0.27553], [-1.23994, -0.88433, -3.84098], [4.28295, 1.27117, -2.63264], [-1.59271, 0.95888, -2.12585], [-2.43473, 1.15235, 1.09769], [2.17797, 0.77819, 6.11735], [2.12268, -0.28761, 8.83070], [5.27392, -4.07920, 0.40892], [2.72192, -3.73421, 2.70530], [-1.02656, 1.75754, 5.78996], [-2.89972, -1.02066, -0.78199], [0.83251, -8.99238, 3.79255], [-6.64772, 1.77436, 1.47861], [1.38381, 0.71110, 2.99797], [-0.26478, -1.19777, -3.46439], [-0.44404, -9.15417, 2.58232], [3.13877, -5.00798, 3.84341], [2.15167, 2.89443, 1.76448], [-2.12474, 1.16370, -1.19542], [3.67542, -3.68100, -1.43529], [-1.35220, -1.75377, -1.23138], [-2.09952, -7.06572, 2.44912], [-1.75753, -3.54028, 4.89990], [4.89912, 0.00052, 1.62831], [-2.18372, 1.93370, -4.01212], [-1.01948, 4.21125, 5.96268], [6.97947, 3.50129, 0.93836], [5.83033, 4.88190, 2.63335], [3.41259, 4.57543, 3.04669], [5.87530, -2.23406, 1.93843], [-6.84388, -0.33054, 2.75144], [-3.09959, -0.11118, -3.13379], [-0.09544, 5.33153, 1.13179], [1.06705, 1.06884, 8.46520], [3.68580, 2.31267, -5.78731], [-0.63531, 5.62965, 3.97445], [-4.82058, -1.68105, 3.22387], [2.50136, -0.66707, 2.92190], [2.83311, 0.70374, 3.97860], [-0.34820, -4.39710, 5.51920], [-1.07810, -0.14022, -4.62495], [0.40525, -0.39260, 9.20783], [-0.41690, -2.14408, 7.80627], [5.10183, 0.93041, -2.01400], [1.40086, 2.37830, -4.90337], [-1.48982, -3.66389, 6.63645], [-1.71016, -1.74749, -4.30810], [-0.65720, 0.63335, 3.63564], [-2.06574, 3.05891, -2.64009], [1.91180, -6.88562, 3.88292], [2.27351, -3.58901, 4.41246], [-3.14302, -4.13795, 2.62831], [-4.44506, 2.52227, 0.64982], [-2.20684, -3.65746, 1.21536], [2.70023, -1.45106, -1.76429], [-2.97898, -5.24035, 1.25950], [-2.83119, -2.27878, -2.01653], [0.19492, 3.41593, -0.44186], [5.73828, 1.82356, -0.33912], [-0.86214, -8.86438, 4.26359], [5.54013, 1.52940, -4.34590]]
}

Entry 4:
{
  "formula": "CH4N2O2",
  "method": "ωB97M-V with the def2-TZVPD basis set",
  "homo_ev": -8.426,
  "charge": 0,
  "e_lumo_ev": 0.833,
  "gap_ev": 9.2586,
  "max_force_ha_per_bohr": 0.144,
  "smiles": "O/N=C\\NO",
  "elements": ["O", "O", "N", "N", "C", "H", "H", "H", "H"],
  "coordinates": [[1.34679, -0.85520, 0.06672], [-1.04074, -1.09564, -0.28483], [-1.18420, 0.30931, 0.12903], [1.17986, 0.49076, -0.25852], [-0.04576, 0.89061, -0.07327], [0.18924, 2.02188, -0.00606], [-2.19411, 0.56621, -0.02833], [-0.54200, -1.70582, 0.40091], [2.29093, -0.62210, 0.05435]]
}

Entry 5:
{
  "formula": "C5H8N2O",
  "method": "ωB97M-V with the def2-TZVPD basis set",
  "homo_ev": -8.033,
  "charge": 0,
  "e_lumo_ev": 0.524,
  "gap_ev": 8.5563,
  "max_force_ha_per_bohr": 0.040,
  "smiles": "C/N=C(/C)C(N)=C=O",
  "elements": ["O", "N", "N", "C", "C", "C", "C", "C", "H", "H", "H", "H", "H", "H", "H", "H"],
  "coordinates": [[-2.88273, 0.08131, 0.39505], [-0.43565, -2.15303, -0.12096], [0.56693, 1.35674, 0.29411], [1.93111, -0.61240, 0.17433], [-0.57012, -0.73815, 0.00218], [-1.75387, -0.17896, 0.23418], [0.61547, 0.09428, 0.10944], [-0.50822, 2.20632, -0.10038], [1.86785, -1.49330, 0.80888], [-0.06684, -2.41986, -1.02779], [-1.13521, 1.77509, -0.89513], [-1.30625, -2.63729, 0.05974], [-1.13738, 2.42256, 0.76871], [2.68218, 0.06457, 0.57152], [-0.10034, 3.15694, -0.44810], [2.23308, -0.92480, -0.82576]]
}

Entry 6:
{
  "formula": "C5H8O",
  "method": "ωB97M-V with the def2-TZVPD basis set",
  "homo_ev": -8.079,
  "charge": 0,
  "e_lumo_ev": 0.665,
  "gap_ev": 8.7440,
  "max_force_ha_per_bohr": 0.070,
  "elements": ["O", "C", "C", "C", "C", "C", "H", "H", "H", "H", "H", "H", "H", "H"],
  "coordinates": [[1.49870, -1.63840, 0.71833], [-1.21564, 0.55205, -0.12448], [0.72238, -0.63079, 0.28210], [-0.18727, 1.42168, 0.16768], [1.03104, 0.70306, 0.29055], [-0.74729, -0.86710, 0.11961], [2.19824, -1.24019, 1.25533], [2.02448, 1.13440, 0.36958], [-0.73376, 0.31646, -1.59204], [0.05141, -0.19370, -2.02569], [-0.25077, 2.50550, 0.20013], [-0.96675, -1.54543, -0.71226], [-1.16103, -1.30741, 1.03523], [-2.25200, 0.80965, 0.02379]]
}